*a*
# C4H8N2

A cluster of 2 separate species, C4H8N2 in total (ωB97M-V/def2-TZVPD, OMol25).

Geometry as XYZ:
```
14
C4H8N2 ωB97M-V/def2-TZVPD
C 2.374 -1.300 0.397
C 1.833 -0.114 0.234
C -0.590 1.487 0.089
C -0.228 0.144 -0.593
N -1.795 -1.224 0.341
N -0.866 -0.998 -0.582
H 2.067 -2.313 0.412
H 3.462 -1.113 0.351
H 0.083 2.296 -0.419
H -0.292 1.536 1.233
H -1.606 1.867 0.061
H -2.390 -2.097 0.430
H 0.170 0.411 -1.554
H -2.152 -0.586 1.025
```

Values from the calculation:
E_LUMO: 0.076 eV
HOMO energy: -8.181 eV
Orbital gap: 8.26 eV
Net charge: 0


*b*
# C4H8N2

An isolated molecule of C4H8N2 (ωB97M-V/def2-TZVPD, OMol25).

Geometry as XYZ:
```
14
C4H8N2 ωB97M-V/def2-TZVPD
C -0.758 1.463 -0.165
N 0.047 0.369 0.356
C -0.751 -0.744 0.847
C 0.891 -0.190 -0.678
C 1.952 -1.038 -0.104
N 2.741 -1.759 0.335
H -1.390 1.177 -1.028
H -0.112 2.292 -0.478
H -1.411 1.830 0.633
H -0.111 -1.405 1.442
H -1.121 -1.335 -0.023
H -1.584 -0.395 1.464
H 1.342 0.599 -1.288
H 0.264 -0.862 -1.311
```

Values from the calculation:
E_LUMO: 0.859 eV
HOMO energy: -9.476 eV
SMILES string: CN(C)CC#N
Orbital gap: 10.34 eV
Net charge: 0


Energies relative to the minimum, kcal/mol: *a* 123.2; *b* 0.0


*a*
# CH2N2O2S

An isolated molecule of CH2N2O2S (ωB97M-V/def2-TZVPD, OMol25).

Geometry as XYZ:
```
8
CH2N2O2S ωB97M-V/def2-TZVPD
C -0.860 0.870 0.210
N 0.230 1.238 -0.149
N -0.826 -1.137 0.165
O 2.507 0.211 0.511
O 0.532 -1.238 -0.030
S 1.513 0.038 -0.496
H -1.798 1.255 0.527
H -1.299 -1.237 -0.738
```

Values from the calculation:
E_LUMO: 0.291 eV
HOMO energy: -9.509 eV
Orbital gap: 9.80 eV
Net charge: 0


*b*
# CH2N2O2S

An isolated molecule of CH2N2O2S (ωB97M-V/def2-TZVPD, OMol25).

Geometry as XYZ:
```
8
CH2N2O2S ωB97M-V/def2-TZVPD
C 2.832 -0.849 -0.116
N 3.258 -1.730 0.507
N -0.063 0.485 -0.002
O 2.413 -0.002 -0.944
O 1.775 1.448 1.045
S 1.374 1.279 -0.313
H 0.075 0.149 1.049
H -0.648 -0.136 -0.628
```

Values from the calculation:
E_LUMO: 0.305 eV
HOMO energy: -10.971 eV
Orbital gap: 11.28 eV
Net charge: 0


Energies relative to the minimum, kcal/mol: *a* 59.7; *b* 0.0


*a*
# CH2N2O2S

A cluster of 2 separate species, CH2N2O2S in total (ωB97M-V/def2-TZVPD, OMol25).

Geometry as XYZ:
```
8
CH2N2O2S ωB97M-V/def2-TZVPD
C 1.015 0.044 0.041
N 0.041 -0.730 0.451
N 0.614 -2.857 0.121
O 2.198 -0.216 -0.043
O -0.201 -3.274 -0.620
S 1.879 -3.064 0.892
H 0.662 1.085 -0.203
H -0.916 -0.498 0.245
```

Values from the calculation:
E_LUMO (spin up / spin down): -1.936 / -1.597 eV
HOMO energy (spin up / spin down): -8.784 / -9.296 eV
Orbital gap (spin up / spin down): 6.85 / 7.70 eV
Net charge: 0


*b*
# CH2N2O2S

A cluster of 3 separate species, CH2N2O2S in total (ωB97M-V/def2-TZVPD, OMol25).

Geometry as XYZ:
```
8
CH2N2O2S ωB97M-V/def2-TZVPD
C -1.009 1.552 0.401
N -1.515 -1.294 0.630
N -1.054 -2.090 1.232
O -0.779 1.618 1.529
O -1.180 1.532 -0.732
S 1.603 -0.366 -0.499
H 1.725 -1.547 -1.266
H 2.209 0.595 -1.294
```

Values from the calculation:
E_LUMO: 0.525 eV
HOMO energy: -9.911 eV
SMILES string: O=C=O.N#N.S
Orbital gap: 10.44 eV
Net charge: 0


Energies relative to the minimum, kcal/mol: *a* 152.1; *b* 0.0


*a*
# CH2N2O2S

A cluster of 2 separate species, CH2N2O2S in total (ωB97M-V/def2-TZVPD, OMol25).

Geometry as XYZ:
```
8
CH2N2O2S ωB97M-V/def2-TZVPD
C -0.644 0.094 0.738
N -0.180 1.250 0.268
N 0.512 -1.097 -0.707
O 1.307 -0.400 -1.323
O 0.425 -2.306 -0.698
S -1.760 -0.794 1.426
H 0.551 1.044 -0.338
H -0.212 2.210 0.633
```

Values from the calculation:
E_LUMO (spin up / spin down): -0.621 / -0.621 eV
HOMO energy (spin up / spin down): -8.841 / -8.842 eV
Orbital gap (spin up / spin down): 8.22 / 8.22 eV
Net charge: 0


*b*
# CH2N2O2S

A structure of composition CH2N2O2S (ωB97M-V/def2-TZVPD, OMol25).

Geometry as XYZ:
```
8
CH2N2O2S ωB97M-V/def2-TZVPD
C -0.096 -0.233 0.580
N -2.046 -0.294 -0.774
N -1.197 -0.543 0.070
O 2.625 -0.237 0.427
O 0.779 1.205 -0.184
S 1.469 -0.115 -0.409
H 0.378 -0.342 1.548
H -1.913 0.559 -1.259
```

Values from the calculation:
E_LUMO: -1.086 eV
HOMO energy: -9.783 eV
Orbital gap: 8.70 eV
Net charge: 0


Energies relative to the minimum, kcal/mol: *a* 0.0; *b* 9.6


*a*
# C5H10N2

An isolated molecule of C5H10N2 (ωB97M-V/def2-TZVPD, OMol25).

Geometry as XYZ:
```
17
C5H10N2 ωB97M-V/def2-TZVPD
C 1.256 1.336 -0.259
C 1.095 0.485 0.968
N 0.023 -0.452 0.929
N 1.834 0.425 1.990
H 0.165 -1.157 1.650
H -0.989 -0.044 0.915
H 2.603 1.090 1.970
H 1.542 0.707 -1.101
H 0.309 1.807 -0.527
H 2.015 2.098 -0.092
C -2.178 -0.369 -0.501
C -0.561 -1.087 -0.654
C 0.146 -1.738 -1.412
H -2.474 -0.164 -1.530
H -2.787 -1.183 -0.110
H -2.419 0.567 0.018
H 0.421 -2.320 -2.254
```

Values from the calculation:
E_LUMO: 0.790 eV
HOMO energy: -7.026 eV
Orbital gap: 7.82 eV
Net charge: 0


*b*
# C5H10N2

An isolated molecule of C5H10N2 (ωB97M-V/def2-TZVPD, OMol25).

Geometry as XYZ:
```
17
C5H10N2 ωB97M-V/def2-TZVPD
C 0.207 2.163 -0.824
C -0.438 -0.222 -1.405
C 0.350 0.704 -0.513
N -1.046 -1.125 1.737
C 1.267 -0.879 0.943
C 0.237 -1.584 1.454
N 1.195 0.370 0.379
H -1.830 -1.712 1.488
H -1.267 -0.182 1.448
H 2.278 -1.251 1.042
H 0.442 -2.554 1.890
H 0.742 2.407 -1.742
H -0.836 2.446 -0.967
H -1.508 -0.117 -1.221
H -0.147 -1.259 -1.248
H -0.262 0.036 -2.449
H 0.615 2.759 -0.011
```

Values from the calculation:
E_LUMO: 0.926 eV
HOMO energy: -7.465 eV
SMILES string: CC(C)=N/C=C\N
Orbital gap: 8.39 eV
Net charge: 0


Energies relative to the minimum, kcal/mol: *a* 101.9; *b* 0.0


*a*
# C4H7NO

An isolated molecule of C4H7NO (ωB97M-V/def2-TZVPD, OMol25).

Geometry as XYZ:
```
13
C4H7NO ωB97M-V/def2-TZVPD
C -0.089 1.595 -1.218
C -0.446 0.278 -0.563
O 0.690 -0.207 0.141
C 0.484 -1.459 0.720
C -0.619 -1.478 1.713
N -1.507 -1.508 2.454
H 0.728 1.471 -1.935
H -0.962 1.987 -1.751
H 0.215 2.329 -0.466
H -0.758 -0.463 -1.317
H -1.280 0.411 0.142
H 1.414 -1.743 1.221
H 0.247 -2.228 -0.033
```

Values from the calculation:
E_LUMO: 0.873 eV
HOMO energy: -10.819 eV
SMILES string: CCOCC#N
Orbital gap: 11.69 eV
Net charge: 0


*b*
# C4H7NO

An isolated molecule of C4H7NO (ωB97M-V/def2-TZVPD, OMol25).

Geometry as XYZ:
```
13
C4H7NO ωB97M-V/def2-TZVPD
O -1.429 -1.496 -1.914
N -1.120 -1.449 -0.647
C -0.437 -0.486 -0.093
C 0.184 0.703 -0.800
C 0.976 0.992 0.508
C 0.165 -0.113 1.251
H -1.600 -2.343 -0.541
H 0.772 0.467 -1.693
H -0.534 1.490 -1.065
H 2.042 0.757 0.425
H 0.884 2.006 0.913
H 0.749 -0.888 1.753
H -0.562 0.295 1.963
```

Values from the calculation:
E_LUMO: 0.975 eV
HOMO energy: -8.303 eV
SMILES string: [O-][NH+]=C1CCC1
Orbital gap: 9.28 eV
Net charge: 0


*c*
# C4H7NO

An isolated molecule of C4H7NO (ωB97M-V/def2-TZVPD, OMol25).

Geometry as XYZ:
```
13
C4H7NO ωB97M-V/def2-TZVPD
O 2.441 1.648 -1.205
C 1.535 0.860 -1.083
C 0.623 0.827 0.127
N -0.617 0.156 -0.206
C -0.727 -1.286 -0.073
C -1.449 -0.375 0.850
H 1.334 0.096 -1.861
H 0.417 1.872 0.387
H 1.187 0.384 0.974
H 0.107 -1.846 0.354
H -1.252 -1.790 -0.883
H -2.518 -0.202 0.742
H -1.081 -0.344 1.877
```

Values from the calculation:
E_LUMO: 1.054 eV
HOMO energy: -9.563 eV
SMILES string: O=CCN1CC1
Orbital gap: 10.62 eV
Net charge: 0


*d*
# C4H7NO

An isolated molecule of C4H7NO (ωB97M-V/def2-TZVPD, OMol25).

Geometry as XYZ:
```
13
C4H7NO ωB97M-V/def2-TZVPD
C -1.138 -0.928 -0.113
O -0.045 -1.810 0.154
C 0.766 -0.731 0.636
C 1.166 1.826 -0.965
N 0.010 1.214 -0.784
C -0.325 0.300 0.310
H -2.002 -1.141 0.525
H -1.436 -0.953 -1.171
H 0.977 -0.816 1.707
H 1.720 -0.689 0.089
H 1.737 1.566 -0.032
H -0.699 1.299 -1.514
H -0.731 0.864 1.159
```

Values from the calculation:
E_LUMO: 0.881 eV
HOMO energy: -8.575 eV
Orbital gap: 9.46 eV
Net charge: 0


Energies relative to the minimum, kcal/mol: *a* 0.0; *b* 68.8; *c* 21.3; *d* 63.8


*a*
# C4H7NO

A structure of composition C4H7NO (ωB97M-V/def2-TZVPD, OMol25).

Geometry as XYZ:
```
13
C4H7NO ωB97M-V/def2-TZVPD
C 0.895 1.189 0.012
C 0.042 0.074 -0.483
C 0.091 -1.140 0.144
C -1.445 -1.096 0.437
H 1.968 0.808 0.053
H 0.607 1.400 0.980
H 1.229 2.267 -0.542
H 0.624 0.093 -1.455
H 0.708 -1.740 -0.671
H 0.886 -1.197 0.931
H -2.056 0.871 -0.316
N -1.398 0.036 -0.405
O -2.149 -1.566 1.314
```

Values from the calculation:
E_LUMO: 0.782 eV
HOMO energy: -9.824 eV
Orbital gap: 10.61 eV
Net charge: 0


*b*
# C4H7NO

An isolated molecule of C4H7NO (ωB97M-V/def2-TZVPD, OMol25).

Geometry as XYZ:
```
13
C4H7NO ωB97M-V/def2-TZVPD
C -0.038 0.470 1.349
C -0.646 0.479 -0.076
C 0.522 0.504 -1.051
N 1.005 -0.891 -0.928
C -0.028 -1.537 -0.573
O -1.169 -0.853 -0.306
H -0.691 -0.065 2.042
H 0.917 -0.076 1.356
H 0.184 1.471 1.722
H -1.466 1.179 -0.278
H 0.260 0.653 -2.105
H 1.250 1.267 -0.763
H -0.098 -2.602 -0.387
```

Values from the calculation:
E_LUMO: 1.031 eV
HOMO energy: -9.732 eV
SMILES string: C[C@H]1CN=CO1
Orbital gap: 10.76 eV
Net charge: 0


*c*
# C4H7NO

A structure of composition C4H7NO (ωB97M-V/def2-TZVPD, OMol25).

Geometry as XYZ:
```
13
C4H7NO ωB97M-V/def2-TZVPD
C -1.646 -0.423 0.379
C -0.420 -0.068 -0.454
C 1.094 1.430 0.016
C 1.759 0.126 0.143
O 2.911 -0.086 0.449
N 0.758 -0.792 -0.135
H -1.916 -1.474 0.192
H -1.446 -0.317 1.449
H -2.520 0.183 0.119
H -0.648 0.015 -1.518
H 1.438 2.010 -0.852
H -0.121 1.142 0.013
H 0.759 -1.745 0.198
```

Values from the calculation:
E_LUMO: -0.038 eV
HOMO energy: -8.787 eV
Orbital gap: 8.75 eV
Net charge: 0


*d*
# C4H7NO

An isolated molecule of C4H7NO (ωB97M-V/def2-TZVPD, OMol25).

Geometry as XYZ:
```
13
C4H7NO ωB97M-V/def2-TZVPD
C -0.819 1.029 -0.305
C -0.254 -1.673 0.277
C 0.798 -1.071 -0.584
C 0.169 -0.244 0.451
N -0.290 2.150 0.318
O -1.631 0.901 -1.184
H -1.161 -1.668 -0.235
H -0.091 -2.180 1.196
H 1.874 -1.420 -0.248
H 0.804 -0.926 -1.640
H 0.563 -0.049 1.404
H 0.742 2.146 0.461
H -0.704 3.006 0.089
```

Values from the calculation:
E_LUMO: 0.931 eV
HOMO energy: -9.544 eV
SMILES string: NC(=O)C1CC1
Orbital gap: 10.47 eV
Net charge: 0


Energies relative to the minimum, kcal/mol: *a* 56.8; *b* 0.0; *c* 66.6; *d* 26.6